Record 1
This record from the Open Molecules 2025 dataset describes a cluster of 2 separate species, C5H14NO in total in a non-equilibrium geometry. The level of theory is the ωB97M-V functional and the def2-TZVPD basis.

Values from the calculation:
Total charge   +1
HOMO energy   -14.548 eV
Relative energy (zero: lowest compared OMol25 entry of this formula, charge and spin)   3.468 eV
Electronic energy   -328.5588 a.u.
HOMO-LUMO gap   9.7 eV
2S+1   1
Lowest unoccupied orbital energy   -4.8 eV

Bonds (Å) are listed after each position.
Cartesian coordinates (Å):
1 C -1.93 -0.20 1.69  C2 1.540, H7 1.066, H8 1.085, H9 1.187
2 C -0.84 0.82 1.29  C1 1.540, C3 1.587, H10 1.152, H11 1.064
3 C -0.86 1.10 -0.27  C2 1.587, C4 1.559, H12 1.187, H13 1.200
4 C 0.20 0.33 -1.10  C3 1.559, N6 1.458, H14 1.183, H15 1.163
5 C 2.55 0.71 -1.34  N6 1.268, H16 1.077, H17 1.048
6 N 1.58 0.37 -0.61  C4 1.458, C5 1.268, H18 1.021
7 H -2.67 -0.29 0.93  C1 1.066
8 H -1.61 -1.23 1.81  C1 1.085
9 H -2.35 0.11 2.75  C1 1.187
10 H -1.07 1.83 1.78  C2 1.152
11 H 0.10 0.54 1.71  C2 1.064
12 H -2.01 0.94 -0.50  C3 1.187
13 H -0.55 2.25 -0.43  C3 1.200
14 H -0.09 -0.81 -0.94  C4 1.183
15 H -0.11 0.58 -2.19  C4 1.163
16 H 3.58 0.75 -1.01  C5 1.077
17 H 2.45 0.79 -2.38  C5 1.048
18 H 1.64 0.25 0.40  N6 1.021
19 H 0.01 -3.34 -0.09  O21 1.125
20 H 1.36 -2.98 -0.95  O21 0.942
21 O 0.62 -2.53 -0.57  H19 1.125, H20 0.942


Record 2
This record from the Open Molecules 2025 dataset describes a cluster of 2 separate species, C5H14NO in total in a non-equilibrium geometry. The level of theory is the ωB97M-V functional and the def2-TZVPD basis.

Values from the calculation:
Total charge   +1
HOMO energy   -12.934 eV
Relative energy (zero: lowest compared OMol25 entry of this formula, charge and spin)   3.553 eV
Electronic energy   -328.5557 a.u.
HOMO-LUMO gap   9.7 eV
2S+1   1
Lowest unoccupied orbital energy   -3.3 eV

Bonds (Å) are listed after each position.
Cartesian coordinates (Å):
1 C -1.74 0.04 0.03  C2 1.576, H7 1.042, H8 1.170, H9 1.127
2 C -0.17 0.04 0.06  C1 1.576, C3 1.466, N6 1.504, H10 1.143
3 C 0.30 1.06 1.00  C2 1.466, C4 1.530, H11 1.134, H12 1.091
4 C 1.14 0.21 1.95  C3 1.530, C5 1.405, H13 1.056
5 C 0.88 -0.10 3.30  C4 1.405, H14 1.023, H15 1.087
6 N 0.36 0.40 -1.30  C2 1.504, H16 1.087, H17 1.013, H18 0.964
7 H -2.14 0.71 -0.66  C1 1.042
8 H -2.41 -0.85 -0.33  C1 1.170
9 H -1.94 0.31 1.11  C1 1.127
10 H 0.13 -0.99 0.45  C2 1.143
11 H -0.67 1.34 1.51  C3 1.134
12 H 1.00 1.88 0.81  C3 1.091
13 H 1.93 -0.33 1.50  C4 1.056
14 H 1.59 -0.67 3.77  C5 1.023
15 H 0.13 0.23 4.01  C5 1.087
16 H -0.27 -0.12 -2.02  N6 1.087
17 H 1.29 -0.02 -1.35  N6 1.013
18 H 0.23 1.33 -1.52  N6 0.964
19 H 0.03 -1.64 -4.49  O21 1.091
20 H -1.04 -1.81 -3.25  O21 0.956
21 O -0.36 -1.21 -3.56  H19 1.091, H20 0.956